Computed, not measured: a molecular structure, C48H68BrGeMgN4O3PS, with ωB97M-V with the def2-TZVPD basis set.

Last column: Löwdin charge in e.
Element x y z (Å)
Br 4.39389 -2.41769 -0.89402  0.779
Ge 0.98164 1.68832 2.04684  0.772
S -0.48408 3.28344 1.38110  0.814
P -0.71197 -2.42328 1.45568  1.088
Mg -0.27616 -0.45002 -0.18164  0.494
O -1.76146 0.50867 0.83368  -0.094
O 1.01834 2.57661 -2.49516  0.068
O 0.52938 1.15567 -0.85085  -0.176
N -2.30392 3.79720 3.25329  -0.109
N -2.97977 2.20723 1.78702  0.127
N 2.65160 -0.40657 -1.64045  0.112
N -0.69222 -1.85106 -1.54990  -0.023
C -4.05120 -6.26165 -0.06954  -0.061
C -1.78114 -3.24515 4.01028  -0.119
C -5.18846 1.51695 0.20811  -0.014
C -0.92648 -0.65071 -3.67233  -0.193
C -4.63473 4.60919 2.95523  -0.064
C 0.69834 -1.19340 -7.07803  -0.055
C -5.12388 -0.85522 -1.23487  -0.059
C 0.33794 -1.35952 -5.62892  -0.285
C 0.57281 -2.54101 -3.52361  -0.206
C -3.66454 3.79754 3.79978  -0.193
C 1.13261 1.50479 -1.92702  -0.592
C -3.14613 -5.12710 -0.45246  -0.289
C -2.01827 2.99198 2.21953  -0.612
C -3.28486 -1.85964 2.54314  -0.087
C 0.32058 -5.02973 2.12801  -0.100
C 3.74056 1.65582 1.05945  -0.272
C 1.61130 0.68058 4.77760  -0.276
C -2.96118 -4.75434 -1.78714  -0.042
C 1.25683 -3.60773 -2.72216  -0.036
C 1.50266 -0.79632 4.41934  -0.297
C 2.16854 0.52804 -2.46660  -0.173
C -6.27952 -0.08846 -1.20645  -0.072
C 4.98826 1.60060 3.28343  -0.110
C -2.81050 1.17421 0.93541  -0.408
C -1.35261 4.72266 3.86508  -0.249
C -1.43822 6.13392 3.31060  -0.067
C -1.82891 -2.16359 2.92880  -0.501
C 0.64467 -3.54239 2.04208  -0.533
C 1.85653 -3.32254 1.14591  -0.173
C 2.50325 -1.66372 5.16531  -0.093
C 3.59920 -1.18030 -2.11158  -0.724
C -4.02252 0.75554 0.17710  -0.130
C 4.08746 -1.15712 -3.40845  -0.108
C -3.99809 -0.42982 -0.54949  -0.035
C -6.30956 1.09940 -0.48751  -0.072
C 3.55377 -0.20782 -4.26041  -0.045
C -0.36910 -1.68798 -2.91740  -0.240
C -2.15113 -3.70432 -2.14936  -0.018
C -0.55713 -0.50356 -5.00783  -0.013
C 2.60736 2.59308 1.46750  -0.315
C 2.59866 0.66889 -3.77704  0.007
C 4.29256 0.80015 2.19216  -0.268
C -1.61182 -3.32470 0.16568  -0.305
C -2.45296 -4.39237 0.49034  -0.079
C -1.95248 0.29475 -3.11449  -0.016
C 0.63723 1.54755 3.98163  -0.308
C 0.89506 -2.37405 -4.86124  -0.022
C -1.44808 -2.93256 -1.19381  -0.327
H 2.63946 1.02255 4.63329  0.084
H 2.89580 3.28160 2.26556  0.069
H 0.02486 -5.41281 1.15104  0.078
H 0.89505 -3.16283 3.03975  0.072
H 4.85266 -1.84966 -3.72211  0.098
H -7.21007 1.69779 -0.46607  0.102
H -1.74886 0.60145 -2.08913  0.055
H 0.59803 2.56650 4.37179  0.050
H -0.47558 -5.25673 2.83429  0.057
H -0.98928 0.31466 -5.57357  0.118
H -0.35202 4.32506 3.72389  0.062
H -4.00353 2.76575 3.88263  0.115
H 2.31124 3.20243 0.61037  0.063
H -2.24526 -4.17109 3.66833  0.066
H 3.52617 -1.36033 4.93663  0.072
H 2.36761 -1.58172 6.24475  0.076
H 0.56822 -4.40051 -2.42156  0.083
H 2.14162 -2.27045 1.08025  0.033
H -3.49073 -0.79160 2.56223  0.065
H -1.22275 6.14022 2.24307  0.070
H -3.09886 -1.02960 -0.58265  0.092
H 5.44100 0.94928 4.03123  0.071
H -2.05183 -3.44484 -3.19589  0.117
H -3.81491 -7.16997 -0.62598  0.076
H -2.94792 -0.15686 -3.12519  0.082
H 0.05133 -1.79545 -7.71986  0.079
H -2.56762 -4.65712 1.53680  0.099
H 3.47860 0.20645 2.63068  0.077
H 4.29986 2.26666 3.80750  0.057
H -3.55001 -2.23033 1.55378  0.057
H -1.40049 -1.24929 3.35933  0.075
H -4.39347 5.66992 2.97274  0.062
H 2.71654 -3.88199 1.51996  0.076
H 1.41040 0.79091 5.84912  0.115
H 2.40203 -2.71541 4.89573  0.065
H -1.56079 4.71807 4.93687  0.120
H -0.77160 -3.47575 4.34614  0.060
H 1.72564 -1.50630 -7.26934  0.071
H 0.59576 -0.15485 -7.39259  0.074
H 1.63218 -0.93809 3.34153  0.066
H -1.98639 1.20400 -3.71329  0.088
H -3.47793 -5.30395 -2.56694  0.114
H 5.78054 2.22050 2.85941  0.078
H -0.70705 6.76964 3.80993  0.080
H -5.10023 -6.02544 -0.26346  0.076
H 3.88996 -0.14773 -5.28738  0.114
H -2.34825 -2.90319 4.87903  0.082
H -2.42296 6.57008 3.46846  0.063
H 1.62841 -3.03962 -5.30588  0.117
H -7.15994 -0.41674 -1.74168  0.104
H 4.98775 0.06880 1.77258  0.104
H 4.55203 2.25214 0.62939  0.117
H -5.08833 -1.78369 -1.78837  0.109
H 0.88448 0.26224 1.50168  -0.032
H -3.59585 4.21141 4.80535  0.116
H 0.48096 -1.12849 4.63992  0.100
H 1.21209 -5.57667 2.44300  0.081
H -3.95714 -6.49050 0.99201  0.071
H 2.07043 -4.05763 -3.29109  0.082
H 3.38412 0.99515 0.26270  0.079
H -5.20929 2.42698 0.78694  0.092
H -3.96036 -2.33375 3.25713  0.081
H -5.64785 4.48577 3.33710  0.080
H 1.66963 -3.17837 -1.80906  0.025
H 1.65160 -3.67388 0.13478  0.049
H -0.37321 1.13630 4.08626  0.069
H -4.61560 4.27190 1.92253  0.057
H 2.16984 1.45217 -4.38138  0.123

Computed properties:
Net charge: 0
ΔE to the lowest compared entry with this formula, charge and spin, kcal per mole: 9.0

Computed, not measured: a molecular structure, C18H33ClNO2P2Zr, with ωB97M-V with the def2-TZVPD basis set.

Last column: natural (NBO) charge in e.
Element x y z (Å)
Zr 0.59647 -0.83813 0.16798  1.230
Cl 1.57513 -3.01446 0.07713  -0.395
P -1.12052 -0.64268 2.15037  0.887
P 1.46028 0.02375 -2.15338  0.917
O -2.07314 -2.42576 -1.29655  -0.271
O -1.92324 1.07797 -1.05234  -0.321
N 0.01462 3.40471 1.11876  -0.456
C -1.30023 -4.86427 -1.21353  -0.845
C -1.74396 -3.52819 -1.12143  1.011
C 1.81814 0.75657 0.98360  -0.451
C 1.29271 3.17648 0.45923  -0.232
C 0.07028 3.54523 2.56441  -0.421
C 1.44443 -1.34530 -3.36648  -0.939
C 3.83501 1.54585 2.74524  -0.120
C -2.00179 -2.22732 2.34959  -0.940
C 0.80898 1.41064 -3.13377  -0.933
C 3.13588 2.50007 1.99580  -0.150
C -2.47805 0.56306 2.25640  -0.932
C 2.10549 2.11176 1.14277  -0.018
C -0.33713 -0.41435 3.78954  -0.908
C 3.54286 0.19155 2.61983  -0.209
C -0.77874 4.44058 0.47846  -0.414
C 2.53855 -0.20562 1.71891  -0.196
C 3.24134 0.44494 -2.07982  -0.909
C -1.07905 0.36240 -0.66613  0.480
H 3.37099 3.55844 2.08826  0.253
H -0.96406 4.15640 -0.56769  0.194
H -1.18700 -5.23963 -0.17708  0.361
H 0.30573 2.58225 3.04300  0.175
H -2.43309 -2.23338 3.35875  0.292
H -2.06086 -5.47019 -1.75997  0.386
H -2.80034 -2.33650 1.60648  0.242
H 1.36195 1.45757 -4.08387  0.286
H 3.39277 1.37850 -1.51955  0.269
H 4.09303 -0.55502 3.19478  0.259
H 0.57796 -1.01837 3.86136  0.261
H 1.07495 2.91715 -0.59080  0.184
H -3.01748 0.39354 3.20113  0.281
H -0.06154 0.63604 3.96350  0.276
H 3.79668 -0.35061 -1.56392  0.265
H -3.17082 0.44849 1.41592  0.253
H -1.30453 -3.06757 2.23993  0.246
H 2.23470 -1.15354 -4.10538  0.289
H 0.83131 4.28116 2.89287  0.200
H -0.91622 3.87902 2.91711  0.227
H -2.08922 1.59016 2.23825  0.282
H 4.61819 1.88622 3.41916  0.263
H -0.25972 1.27112 -3.33775  0.254
H 3.61865 0.55810 -3.10645  0.277
H -1.73606 4.54670 1.00475  0.221
H -0.25931 5.42015 0.48313  0.202
H 0.93225 2.36295 -2.60247  0.267
H 0.47298 -1.40176 -3.87614  0.257
H -1.05356 -0.73815 4.55804  0.276
H 1.63907 -2.29949 -2.85784  0.250
H 2.38476 -1.28947 1.58234  0.208
H -0.31208 -4.88421 -1.72622  0.376
H 1.88641 4.11469 0.43990  0.204

Computed properties:
Net charge: +3

DFT total energy values, unit eV, following the record order: -215116.3586, -57139.5339.
HOMO-LUMO gap values, unit hartree, following the record order: 0.239, 0.170.
Max |F| values, unit Eh/bohr, following the record order: 0.0101, 0.1514.